Record 1
The following is a quantum chemistry calculation of a 12-piece molecular cluster, C51H93N3O27 overall in a non-equilibrium geometry, from the Open Molecules 2025 dataset.

Each line ends with the Mulliken charge.
Geometry (Å):
C: 24.867220 2.239880 -3.164650  -0.340
O: 26.160640 2.428760 -2.585960  -0.464
C: 26.991080 3.414590 -3.101260  0.692
C: 28.458160 3.064540 -2.628620  -0.541
O: 28.574550 3.042770 -1.223500  -0.370
C: 29.807500 2.598690 -0.623090  -0.783
H: 24.918290 1.640170 -4.073410  0.051
H: 24.341300 3.194110 -3.195460  0.124
H: 24.203690 1.665990 -2.517750  0.318
H: 26.643650 4.401390 -2.795270  0.046
H: 26.887220 3.463070 -4.185220  -0.197
H: 29.140640 3.775270 -3.094640  0.188
H: 28.724630 2.072040 -2.992000  0.542
H: 30.702230 3.213900 -0.718450  0.245
H: 30.017350 1.588180 -0.973710  0.350
H: 29.594860 2.515250 0.442710  0.291
C: 23.409010 9.565970 -0.419590  -1.027
O: 24.027900 9.477850 -1.771340  -0.429
C: 25.180040 10.345530 -1.792240  -0.697
C: 26.091440 10.186350 -3.065280  -0.437
O: 25.251930 9.657630 -4.068930  -0.253
C: 25.791630 9.856650 -5.377160  -0.114
H: 24.042060 9.631100 0.465350  0.379
H: 22.770910 8.723730 -0.152090  0.341
H: 22.870160 10.487270 -0.198360  0.345
H: 25.752650 9.952200 -0.952290  0.416
H: 24.979380 11.389630 -1.552060  0.465
H: 26.984190 9.562280 -3.024960  0.105
H: 26.528230 11.177270 -3.189390  0.497
H: 26.865270 9.672390 -5.415010  0.142
H: 25.474820 10.789360 -5.843830  0.341
H: 25.313010 9.075740 -5.968090  -0.291
C: 22.142760 10.570270 -6.914530  -0.624
O: 22.796500 9.725910 -7.859030  -0.311
C: 23.931660 10.120990 -8.510620  -0.844
C: 24.859680 8.945420 -8.911410  0.535
O: 26.064460 9.405230 -9.477770  -0.367
C: 26.869800 8.375580 -9.975240  -0.241
H: 21.701590 11.422950 -7.430680  0.354
H: 22.858590 10.782100 -6.120300  0.267
H: 21.267220 10.024830 -6.562340  0.177
H: 24.417830 10.888040 -7.907820  0.303
H: 23.753890 10.737770 -9.391580  0.496
H: 24.283930 8.403450 -9.661660  0.393
H: 25.036340 8.362960 -8.007180  -0.395
H: 27.916680 8.676140 -9.932630  -0.079
H: 26.654160 8.006330 -10.977860  0.422
H: 26.919980 7.607300 -9.203670  0.001
C: 28.613240 4.778560 -6.658590  0.214
O: 28.259500 5.813720 -5.769650  0.046
C: 27.749130 6.990410 -6.414340  0.380
C: 28.984130 7.848190 -6.755080  0.203
O: 29.670090 8.524170 -5.790230  -0.205
C: 30.171300 7.901390 -4.600190  -0.236
H: 28.874560 3.917360 -6.043640  0.337
H: 29.419150 4.917190 -7.379280  -0.838
H: 27.724770 4.583040 -7.258990  0.234
H: 27.080140 7.433250 -5.676470  -0.431
H: 27.212720 6.787810 -7.341320  -0.296
H: 28.717970 8.482030 -7.600950  0.243
H: 29.670850 7.142980 -7.223260  -0.199
H: 29.393310 7.538670 -3.928430  0.007
H: 30.733780 8.692900 -4.104980  -0.074
H: 30.709900 6.978900 -4.817000  0.468
C: 35.131540 0.450960 -6.198140  -0.454
O: 34.125700 -0.220090 -5.394720  -0.386
C: 32.927040 -0.724990 -6.032020  -0.666
C: 31.975040 0.339710 -6.547500  0.034
O: 31.722130 1.339880 -5.444770  -0.384
C: 31.932020 2.681800 -5.752770  -0.180
H: 35.327030 -0.125990 -7.102030  0.302
H: 36.071790 0.324640 -5.661420  0.335
H: 34.818250 1.461940 -6.458650  0.033
H: 32.431440 -1.253850 -5.217910  0.365
H: 33.094970 -1.313460 -6.934020  0.365
H: 31.020650 -0.021800 -6.930320  0.315
H: 32.594580 0.800250 -7.317030  -0.067
H: 32.805340 2.766860 -6.399430  0.000
H: 31.773940 3.424090 -4.970400  0.407
H: 31.187080 2.935810 -6.506860  0.035
C: 26.836690 0.769890 -6.665900  -0.292
O: 25.933920 0.691580 -7.817710  -0.341
C: 24.612310 0.864540 -7.394940  0.148
C: 23.713030 0.965790 -8.671070  -0.870
O: 24.160170 1.923000 -9.653190  -0.270
C: 24.898200 1.281950 -10.622900  -0.735
H: 26.364940 0.241270 -5.837580  0.371
H: 26.909110 1.815250 -6.365760  -0.044
H: 27.874900 0.476260 -6.820810  0.145
H: 24.567110 1.682280 -6.675670  0.023
H: 24.295750 -0.059800 -6.911720  0.302
H: 22.703150 1.268170 -8.393900  0.355
H: 23.564140 -0.029730 -9.089240  0.406
H: 24.411390 0.536650 -11.251910  0.300
H: 25.817150 1.024230 -10.096400  0.275
H: 25.249190 2.068620 -11.290780  0.246
C: 30.162640 11.024360 -9.376130  -0.057
O: 29.113690 11.635750 -9.475930  -0.613
N: 30.812380 10.959320 -8.229080  0.181
C: 31.836770 9.864180 -8.094860  0.429
C: 30.206830 11.506830 -7.030860  -0.664
H: 30.662470 10.474390 -10.188480  0.414
H: 31.442790 8.881990 -8.355960  -0.071
H: 32.128010 9.675500 -7.061570  -0.824
H: 32.763090 10.176950 -8.576730  0.541
H: 29.650790 12.413800 -7.268200  0.424
H: 29.505300 10.762530 -6.654080  0.144
H: 30.917750 11.710920 -6.230210  0.187
C: 30.218200 9.056200 -0.895380  0.503
O: 29.372850 9.862250 -0.494840  -0.649
N: 30.091710 7.701810 -0.885040  0.253
C: 31.236980 6.749130 -0.852220  -0.833
C: 28.870780 7.049610 -0.532220  -1.144
H: 31.177900 9.364710 -1.338090  -0.115
H: 32.208690 7.237870 -0.922990  0.293
H: 31.106350 6.113890 -1.728300  0.241
H: 31.293130 6.209540 0.093190  0.377
H: 28.439060 6.747320 -1.486330  0.309
H: 29.020320 6.215120 0.152890  0.346
H: 28.167980 7.648750 0.046750  0.335
C: 33.487660 9.054320 -3.908870  0.038
O: 33.884090 8.006050 -3.422160  -0.680
N: 33.361050 10.199990 -3.240070  0.203
C: 32.685370 11.375410 -3.834240  -0.863
C: 33.773970 10.412860 -1.879590  -1.018
H: 33.200990 9.234380 -4.956530  0.315
H: 31.855310 11.198290 -4.518150  -0.023
H: 33.466450 11.848950 -4.429030  0.432
H: 32.366290 12.145620 -3.132060  0.443
H: 34.041450 11.469510 -1.885570  0.452
H: 32.897830 10.247930 -1.252470  0.333
H: 34.527140 9.780760 -1.409180  0.322
C: 35.383840 4.108780 -8.791680  -0.993
C: 35.080940 5.382290 -8.546150  0.060
C: 33.721310 5.869300 -8.597180  0.599
O: 33.346850 6.966440 -8.475120  -0.377
C: 32.790530 4.728810 -8.822680  0.116
C: 33.045840 3.427860 -9.084540  -0.043
C: 34.460230 3.030460 -9.050380  0.464
O: 34.769590 1.900920 -9.290120  -0.593
O: 32.077890 2.629960 -9.330770  -0.511
O: 36.018440 6.290640 -8.099610  -0.624
H: 36.401560 3.770060 -8.665510  0.459
H: 31.749540 4.917350 -8.605460  0.539
H: 32.484760 1.764860 -9.418240  0.433
H: 35.514190 7.107510 -8.107510  0.342
C: 22.465530 6.892190 -5.721040  -0.687
C: 23.144670 6.004190 -6.467830  -0.052
C: 24.395130 5.303710 -6.104550  0.808
O: 24.890880 4.473480 -6.766920  -0.402
C: 24.860330 5.921260 -4.858420  0.018
C: 24.324150 6.831420 -4.096700  0.896
C: 22.949160 7.465140 -4.483870  0.548
O: 22.333880 8.368820 -3.912570  -0.605
O: 24.855750 7.153240 -2.923430  -0.607
O: 22.721720 5.677010 -7.759480  -0.652
H: 21.609280 7.277310 -6.254830  0.390
H: 25.819080 5.513570 -4.573800  -0.135
H: 24.522550 8.015250 -2.663580  0.375
H: 23.263280 5.004050 -8.178340  0.325
C: 29.481130 5.592950 -10.049560  -0.941
C: 29.374830 4.332180 -10.501470  -0.257
C: 29.981070 3.969800 -11.823810  0.730
O: 29.608540 3.012640 -12.449610  -0.615
C: 30.902550 4.939210 -12.350130  -0.743
C: 31.049260 6.142630 -11.764910  0.108
C: 30.350100 6.637710 -10.640640  0.966
O: 30.458210 7.789810 -10.200270  -0.436
O: 31.995900 6.992530 -12.336830  -0.646
O: 28.546970 3.430770 -9.949380  -0.276
H: 28.873840 5.729750 -9.167020  0.977
H: 31.608780 4.715730 -13.136060  0.476
H: 32.008950 7.841320 -11.888520  0.347
H: 28.390470 2.801820 -10.657570  0.309

Force components x, y, z for each atom (eV/Å):
C 0.334 0.368 0.741
O -1.080 -1.467 0.656
C 0.764 -0.205 0.429
C -0.685 0.041 -0.447
O 0.272 0.847 0.642
C -1.205 -0.602 -0.246
H 0.044 0.577 -0.513
H 0.055 0.223 -0.878
H 0.591 -0.267 0.558
H 0.283 0.299 0.564
H 0.626 -0.287 -0.452
H 0.200 0.310 -0.003
H -0.124 -0.209 -0.354
H -0.184 0.434 -0.546
H 0.265 -0.097 -0.162
H -0.095 0.097 -0.040
C 0.074 0.118 -0.030
O -0.596 1.016 2.078
C 1.465 -1.654 0.717
C -1.282 0.055 0.888
O 0.651 1.320 -0.862
C -0.960 -1.062 -0.014
H 1.442 -0.482 -0.519
H -0.089 -0.103 -1.001
H -0.521 0.228 -1.168
H 0.586 0.463 0.183
H -0.556 0.024 -0.435
H -0.092 -0.544 0.828
H -0.377 0.402 -0.854
H 0.168 0.357 0.063
H 0.374 0.350 0.349
H 0.065 -0.079 -0.227
C 0.301 -0.512 -1.048
O -1.456 -1.870 0.137
C 1.570 1.930 -0.257
C -1.085 0.803 0.125
O -0.349 0.721 -0.062
C 1.097 -0.116 1.190
H 0.456 0.570 0.172
H -0.330 0.469 0.219
H 0.364 -0.261 0.317
H 0.852 -0.240 0.525
H -0.546 -0.266 -0.654
H 0.024 -0.620 0.111
H 0.092 -0.486 -0.036
H -0.002 0.715 -0.509
H -0.458 -0.061 0.072
H -0.552 -0.858 -0.340
C -0.937 -0.467 0.108
O -0.033 0.088 -0.119
C 1.609 0.176 1.122
C -0.782 -1.664 -1.478
O 0.152 1.457 1.521
C -0.842 -0.314 -0.614
H -0.116 -0.071 -0.080
H 0.456 0.659 0.305
H -0.127 -0.573 -0.152
H -0.022 0.192 -0.177
H -0.154 -0.325 -0.002
H 0.060 0.849 0.337
H 0.280 -0.467 -0.221
H -0.455 0.367 0.047
H 0.226 -0.381 -0.017
H 0.679 0.221 -0.234
C -0.940 -1.608 0.088
O -0.262 -0.015 -0.960
C -0.072 0.827 1.008
C 1.026 2.411 1.996
O 0.114 -2.116 -0.124
C -0.946 -0.257 -2.660
H -0.324 0.076 -0.459
H -0.211 0.760 0.347
H 0.384 0.113 0.221
H 0.171 -0.439 -0.255
H 0.516 -0.668 0.214
H 0.146 -0.117 0.002
H -0.498 0.640 -0.412
H 0.919 0.543 0.780
H 0.642 -0.642 0.461
H -0.653 0.487 -0.184
C -1.205 0.816 -0.384
O 2.126 -0.196 0.718
C -0.479 -0.430 -1.245
C -0.006 1.082 0.753
O -1.956 -0.731 1.419
C 2.243 1.320 -0.608
H 0.329 -0.335 0.110
H -0.181 0.284 0.089
H -0.390 -0.579 -0.643
H -0.407 0.375 -0.240
H -0.290 -0.113 0.484
H 0.010 0.202 0.333
H 0.482 -0.073 -0.306
H -0.169 -0.357 0.477
H 0.161 -1.268 -0.556
H -0.240 0.139 -0.378
C -1.096 0.474 -0.412
O -0.143 0.011 -0.829
N 2.449 -1.448 1.688
C -0.376 0.725 0.698
C -0.654 -0.244 0.056
H -0.150 0.057 -0.139
H 0.146 0.267 -0.732
H -0.302 0.637 0.307
H -0.147 -0.423 -0.452
H 0.153 -0.098 -0.080
H -0.192 0.139 0.274
H 0.267 -0.017 -0.406
C -0.782 0.176 0.705
O 0.891 -0.970 -0.850
N 1.470 0.001 1.149
C -0.109 1.189 -0.783
C -1.130 -0.065 0.253
H 0.004 0.056 0.161
H -0.151 0.369 -0.370
H 0.275 -0.476 0.310
H -0.493 -0.179 -0.111
H -0.598 -0.486 0.329
H 0.344 -0.340 -0.476
H 0.115 0.622 -0.504
C 0.098 -0.297 0.263
O -0.079 0.262 -0.454
N -0.867 0.697 0.119
C 1.259 0.237 -0.919
C -0.724 0.294 0.707
H -0.058 -0.629 -0.240
H 0.022 -0.663 0.329
H -0.125 0.451 -0.270
H -0.013 -0.593 0.429
H 0.305 -0.134 0.776
H -0.032 0.459 0.353
H 0.314 -0.084 -0.971
C 1.530 -0.187 0.564
C 2.814 0.839 1.066
C -1.186 -5.619 -1.028
O -0.559 4.199 0.641
C -1.266 -0.028 0.522
C 1.341 4.411 0.888
C -0.734 1.109 -0.819
O 0.518 -1.797 -0.041
O -1.435 -2.085 -0.379
O -1.014 -1.349 -0.995
H 0.220 0.154 -0.095
H -0.277 0.517 -0.416
H -0.100 -0.925 -0.240
H 0.068 0.842 0.261
C -0.144 -0.563 -1.766
C -1.091 -1.033 -3.049
C -2.154 4.332 3.305
O 1.715 -2.557 -1.762
C 2.966 -2.979 -1.226
C -2.286 1.992 1.565
C -0.343 0.756 0.171
O 1.584 -1.748 -0.391
O 0.411 -0.838 -0.551
O -0.741 1.242 1.710
H -0.283 0.401 0.461
H 0.235 0.068 0.430
H -0.596 0.942 0.649
H 0.585 -0.329 0.383
C -0.304 -0.250 0.938
C -0.442 0.471 -0.442
C -0.083 0.660 -0.011
O -0.378 -1.114 0.088
C 1.089 1.085 0.546
C 3.309 0.768 -3.567
C -2.156 0.557 2.980
O 0.029 -1.641 -0.921
O -0.966 -1.338 0.389
O 0.545 0.796 -0.030
H 0.078 0.861 0.056
H -0.369 -0.250 -0.312
H -0.283 0.258 0.448
H -0.166 -0.868 -0.265

Values from the calculation:
LUMO energy in Eh: -0.0792
Structure (SMILES): O=C1C=C(O)C(=O)C=C1O.O=C1C=C(O)C(=O)C=C1O.O=C1C=C(O)C(=O)C=C1O.CN(C)C=O.CN(C)C=O.CN(C)C=O.COCCOC.COCCOC.COCCOC.COCCOC.COCCOC.COCCOC
E in a.u.: -4194.2868

Record 2
The following is a quantum chemistry calculation of a 2-piece molecular cluster, C5H14 overall in a non-equilibrium geometry, from the Open Molecules 2025 dataset.

Each line ends with the Mulliken charge.
Geometry (Å):
C: -0.759614 0.709318 0.525459  1.457
C: -1.666069 0.483923 -0.665728  -2.213
C: -0.974115 1.983236 1.370466  -1.898
H: -0.852368 -0.150311 1.195079  0.014
H: 0.287759 0.755214 0.226502  -0.628
H: -1.064757 0.244973 -1.560267  0.323
H: -1.376610 2.806761 0.779130  0.543
H: -1.592645 1.687059 2.219660  0.538
H: -0.026732 2.383869 1.747294  0.441
H: -2.351522 -0.373919 -0.686372  0.517
H: -2.255582 1.370278 -0.897972  0.670
C: 1.071662 -2.080162 -0.522378  -0.853
C: 2.228498 -1.028141 -0.627857  -2.845
H: 1.539850 -2.904349 0.004503  0.672
H: 0.116946 -1.737470 -0.122033  -0.132
H: 0.695954 -2.198116 -1.548032  0.392
H: 2.770124 -1.123572 0.310075  0.272
H: 1.929071 -0.007453 -0.849145  0.587
H: 2.813078 -1.343894 -1.498027  1.143

Force components x, y, z for each atom (eV/Å):
C 0.439 0.145 0.767
C -0.044 -0.146 -1.326
C -0.001 -0.453 -0.231
H 0.239 0.060 0.033
H -0.164 -0.336 -0.291
H 0.043 0.406 0.078
H -0.397 -0.123 0.126
H -0.241 0.673 0.058
H 0.030 -0.291 0.150
H -0.017 0.157 0.811
H -0.001 0.016 -0.084
C -0.074 1.709 -1.114
C -0.890 -0.933 -0.143
H -0.675 -0.643 -0.368
H 0.475 0.156 1.049
H 0.573 -1.107 -0.029
H 0.408 0.549 -0.109
H -0.128 0.075 0.268
H 0.426 0.086 0.356

Values from the calculation:
2S+1: 2
LUMO energy (spin up / spin down) in Eh: 0.1532 / 0.1604
Total charge: -1
ΔE to the lowest compared entry with this formula, charge and spin in kJ/mol: 73.79
Expectation value of S²: 0.750
E in a.u.: -198.8044